Record 1
C3HNO2S2 | wB97M-V/def2-TZVPD

Last column: natural (NBO) charge in e.
Geometry (Å):
C1 0.55992 0.13604 -0.84333  0.37
C2 0.13688 -1.31543 -0.63232  -0.39
C3 -0.64131 1.20951 1.67359  0.69
N1 0.01267 1.10329 0.72102  -0.68
O1 1.70191 0.55266 -1.13289  -0.74
O2 -1.24753 1.52021 2.65413  -0.74
S1 0.94076 -2.25924 0.39352  -0.24
S2 -1.24393 -1.72108 -1.50641  -0.38
H1 -0.21938 0.77404 -1.32732  0.11

Force components x, y, z for each atom (eV/Å):
0.4 2.8 -2.5
-1.0 1.2 -0.4
-0.1 0.9 0.6
1.0 -0.7 -0.9
0.2 -1.5 0.5
-1.3 0.0 1.8
1.3 -1.3 1.3
-0.3 -0.2 -0.5
-0.2 -1.1 0.2

The HOMO-LUMO gap comes out at 5.85 eV. The value obtained for the largest force on an atom is 0.0734 Eh/bohr. Its highest occupied orbital energy is 0.0 eV. The net charge is -2.

Record 2
C5H6O2 | wB97M-V/def2-TZVPD

Last column: natural (NBO) charge in e.
Geometry (Å):
O1 -2.95643 0.73495 -0.80821  -0.50
C1 -2.10402 -0.11412 -0.80698  0.46
C2 -1.61644 -0.81584 0.45568  -0.58
C3 -0.16741 -0.65744 0.51588  0.00
C4 1.00154 -0.37829 0.42416  -0.04
C5 2.29687 0.30458 0.35311  -0.13
O2 2.08510 1.69640 0.24467  -0.69
H1 -1.59191 -0.42894 -1.73916  0.12
H2 -2.10266 -0.35520 1.32161  0.25
H3 -1.90492 -1.87346 0.41889  0.25
H4 2.92046 0.06831 1.22605  0.19
H5 2.84707 0.00787 -0.54341  0.21
H6 1.35876 1.92269 0.84037  0.47

Force components x, y, z for each atom (eV/Å):
0.3 -0.4 0.0
-0.3 0.2 0.0
-0.1 0.0 0.1
0.5 0.1 -0.1
-0.5 -0.1 0.1
0.1 -0.2 0.0
0.0 0.4 0.1
-0.1 0.0 0.1
0.0 -0.1 -0.1
0.1 0.1 0.0
-0.1 -0.1 -0.1
0.0 -0.1 0.1
0.2 0.1 -0.1

The HOMO-LUMO gap comes out at 10.66 eV. The value obtained for the largest force on an atom is 0.0109 Eh/bohr. Its highest occupied orbital energy is -9.9 eV. The SMILES is O=CCC#CCO.

Record 3
C31H83Br10O28P7 | wB97M-V/def2-TZVPD

Last column: Löwdin charge in e.
Geometry (Å):
C1 0.57736 -4.57391 1.23071  -0.07
O1 -0.63329 -4.57968 0.40839  -0.26
P1 -0.65041 -5.03810 -1.13200  0.39
O2 -1.89564 -4.81364 -1.86530  -0.21
O3 0.62886 -4.29884 -1.73232  -0.22
C2 0.60352 -2.86784 -1.98987  -0.05
O4 -0.20170 -6.57222 -1.18400  -0.23
C3 -1.09749 -7.61131 -0.72733  -0.07
H1 0.26597 -4.00759 2.11301  0.05
H2 1.35964 -4.18237 0.60803  0.07
H3 0.82435 -5.60136 1.52150  0.07
H4 0.55440 -2.67425 -3.05637  0.07
H5 1.54605 -2.44490 -1.66415  0.09
H6 -0.23724 -2.39054 -1.50424  0.08
H7 -2.14293 -7.38819 -0.93998  0.09
H8 -0.89621 -7.74754 0.34492  0.09
H9 -0.78502 -8.50179 -1.26750  0.09
C4 -4.01964 -2.56073 -1.22520  -0.07
O5 -4.99089 -3.51779 -0.65620  -0.21
P2 -5.56259 -3.20128 0.81283  0.32
O6 -6.59134 -4.15582 1.20303  -0.22
O7 -6.01415 -1.65701 0.73202  -0.25
C5 -6.77815 -1.10005 1.85493  -0.05
O8 -4.30415 -3.09712 1.70044  -0.24
C6 -3.80874 -4.32104 2.32476  -0.04
H10 -3.23368 -2.41541 -0.48473  0.07
H11 -4.60038 -1.65456 -1.44960  0.08
H12 -3.68144 -3.08529 -2.11534  0.07
H13 -6.20617 -1.20846 2.77692  0.09
H14 -7.71797 -1.61662 1.94908  0.08
H15 -6.80826 -0.06668 1.52284  0.08
H16 -3.67335 -4.02708 3.35884  0.08
H17 -2.83758 -4.55749 1.87566  0.08
H18 -4.47835 -5.15401 2.11958  0.09
C7 -3.98062 0.10433 -5.23486  -0.04
O9 -2.51093 0.19278 -5.18296  -0.20
P3 -1.70196 -0.98358 -4.58044  0.34
O10 -0.25130 -0.81692 -4.72487  -0.23
O11 -2.29660 -2.28447 -5.27393  -0.22
C8 -1.77895 -3.60081 -5.00058  -0.06
O12 -2.24650 -1.12246 -3.07206  -0.24
C9 -1.87407 -0.13466 -2.08602  -0.07
H19 -4.37360 0.14588 -4.21526  0.07
H20 -4.24521 -0.84378 -5.69860  0.08
H21 -4.36537 0.95573 -5.79873  0.09
H22 -1.61213 -4.08155 -5.96765  0.09
H23 -2.56127 -4.13398 -4.45053  0.09
H24 -0.86474 -3.57151 -4.44137  0.06
H25 -0.81804 0.14716 -2.14177  0.09
H26 -2.13319 -0.66369 -1.18054  0.06
H27 -2.61514 0.66622 -2.11493  0.07
C10 3.21523 5.31360 -3.55583  -0.05
O13 3.27217 6.16010 -2.35631  -0.27
P4 1.97614 6.84359 -1.77935  0.35
O14 2.13817 7.41814 -0.45994  -0.23
O15 1.49572 7.92072 -2.92413  -0.25
C11 2.14842 9.24078 -2.87357  -0.07
O16 0.83601 5.68170 -1.90594  -0.26
C12 -0.41453 5.80121 -1.12223  -0.03
H28 2.64232 5.76201 -4.37214  0.09
H29 2.82966 4.35561 -3.26039  0.07
H30 4.26789 5.33128 -3.83742  0.09
H31 3.21180 9.30983 -2.67386  0.09
H32 1.53060 9.79697 -2.18635  0.08
H33 1.98309 9.50345 -3.89849  0.08
H34 -1.07947 6.28379 -1.81499  0.09
H35 -0.10338 6.41929 -0.30978  0.07
H36 -0.68766 4.80672 -0.82946  0.07
C13 -4.02019 3.36560 -3.40624  -0.05
O17 -5.04612 3.54075 -2.37073  -0.21
P5 -5.32348 2.27121 -1.43230  0.37
O18 -5.54277 0.98885 -2.14140  -0.24
O19 -4.03579 2.26994 -0.45589  -0.25
C14 -3.84183 1.16844 0.49353  -0.07
O20 -6.52134 2.72459 -0.50493  -0.22
C15 -7.84556 2.80740 -1.19199  -0.04
H37 -3.34727 2.51758 -3.28382  0.07
H38 -3.41638 4.26255 -3.34932  0.09
H39 -4.56081 3.24271 -4.32102  0.08
H40 -4.28537 0.27627 0.07576  0.06
H41 -4.30495 1.53876 1.38469  0.08
H42 -2.76233 0.99940 0.50318  0.06
H43 -8.45852 2.00734 -0.78397  0.09
H44 -7.82663 2.89277 -2.28781  0.09
H45 -8.23440 3.71933 -0.76863  0.08
C16 2.52924 0.30461 -3.91722  -0.05
O21 3.78979 -0.43030 -3.77190  -0.20
P6 4.88453 0.14129 -2.81227  0.33
O22 4.54300 0.18574 -1.40321  -0.22
O23 6.06340 -0.86717 -3.03310  -0.21
C17 6.75637 -1.01569 -4.28860  -0.06
O24 5.32798 1.55433 -3.50867  -0.23
C18 6.22208 2.42918 -2.81456  -0.08
H46 1.90724 -0.29509 -4.59394  0.07
H47 2.69261 1.27524 -4.36232  0.08
H48 2.09575 0.42247 -2.92857  0.07
H49 6.96509 -2.06580 -4.46750  0.09
H50 7.65271 -0.44331 -4.13048  0.08
H51 6.15483 -0.67797 -5.12446  0.09
H52 6.09643 2.33898 -1.75029  0.07
H53 5.95028 3.39564 -3.19647  0.07
H54 7.23662 2.16853 -3.12779  0.09
C19 0.95008 2.09356 -0.26101  -0.06
O25 0.07739 0.96263 0.08901  -0.25
P7 0.21736 0.29784 1.55152  0.41
O26 0.74432 1.25431 2.55534  -0.25
O27 -1.22587 -0.28295 1.72046  -0.21
C20 -1.51324 -1.56149 2.36118  -0.06
O28 1.10957 -1.01680 1.33427  -0.20
C21 2.53826 -0.75273 1.34093  -0.07
H55 0.44186 2.44755 -1.14238  0.09
H56 1.93526 1.69378 -0.43493  0.06
H57 0.95936 2.77518 0.56596  0.05
H58 -2.58859 -1.56345 2.40071  0.08
H59 -1.27981 -1.69293 3.39522  0.00
H60 -1.18951 -2.36540 1.73049  0.06
H61 2.99757 -1.23896 0.49535  0.08
H62 2.98415 -1.19293 2.22836  0.07
H63 2.89786 0.26447 1.34174  0.05
Br1 -2.12650 3.76988 2.44639  0.72
C22 -0.80163 3.64599 3.82451  -0.77
C23 0.30800 4.56347 3.55019  -0.74
Br2 1.37491 4.61920 5.10262  0.75
H64 -0.50847 2.59124 3.80201  0.01
H65 -1.26904 3.96603 4.76013  0.06
H66 -0.03685 5.54959 3.31507  0.05
H67 0.84595 4.13364 2.71557  0.05
Br3 7.00429 -2.63875 1.95063  0.73
C24 6.05041 -4.15940 2.37828  -0.84
C25 4.59233 -3.93506 2.21368  -0.68
Br4 3.75882 -5.63850 2.77495  0.65
H68 6.22498 -4.46372 3.41190  0.06
H69 6.29167 -4.95415 1.67949  0.05
H70 4.31144 -3.65578 1.22173  0.05
H71 4.26131 -3.13295 2.85479  0.04
Br5 -0.45330 -3.83102 5.11094  0.75
C26 -0.03142 -4.80248 6.65640  -0.79
C27 1.15496 -5.58539 6.38530  -0.82
Br6 1.67193 -6.53414 7.93091  0.70
H72 -0.82119 -5.51222 6.88197  0.06
H73 0.13518 -4.14719 7.51544  0.07
H74 1.91018 -4.86066 6.08346  0.05
H75 1.00461 -6.31924 5.59383  0.06
Br7 -0.61599 0.11018 5.82113  0.70
C28 0.87113 1.29077 6.07542  -0.79
C29 1.81000 0.67307 7.00780  -0.79
Br8 3.09525 1.94896 7.50398  0.69
H76 0.53110 2.24567 6.47050  0.02
H77 1.37148 1.42847 5.12621  0.03
H78 2.23871 -0.19952 6.50981  0.07
H79 1.25619 0.36469 7.88566  0.05
Br9 5.09138 1.24188 3.57430  0.69
C30 4.10604 2.48039 2.55008  -0.76
C31 4.72559 2.74707 1.20771  -0.69
Br10 3.87563 4.14576 0.17264  0.75
H80 4.15280 3.39831 3.12087  0.05
H81 3.08235 2.16647 2.46841  0.02
H82 4.72268 1.82472 0.62516  0.03
H83 5.73680 3.09583 1.38207  0.05

Force components x, y, z for each atom (eV/Å):
-1.3 -0.8 -0.4
-0.5 -0.3 -0.4
0.7 -0.2 -0.2
-0.2 0.4 0.6
0.0 -0.2 0.0
0.1 -0.4 -0.2
0.2 0.8 0.1
0.7 0.2 0.2
0.7 0.1 -0.2
0.6 0.5 0.3
-0.1 0.2 -0.1
-0.2 -0.2 -0.1
0.1 0.0 0.4
-0.1 0.1 0.2
0.1 0.1 0.1
-0.4 -0.1 -0.3
-0.1 0.0 0.1
-1.5 -0.9 0.1
-0.2 0.8 1.0
-1.2 0.6 -2.8
-0.2 -0.2 0.4
0.0 -1.0 0.5
1.4 -0.2 -1.1
1.3 -0.5 1.4
0.6 0.7 -0.6
0.2 0.1 -0.2
0.6 -0.1 -0.1
0.3 0.4 0.2
0.0 0.1 0.0
-0.4 0.1 -0.1
-0.6 0.2 0.6
-0.1 -0.6 0.3
-0.1 0.1 0.1
-0.2 0.1 0.5
0.5 -0.1 0.5
-1.3 0.8 -0.8
0.2 -1.2 0.7
-0.1 0.1 0.3
0.1 0.7 0.2
-1.0 -0.2 -0.4
0.7 0.0 -1.0
-0.9 -0.8 0.0
0.0 0.0 -0.1
-0.1 0.1 -0.1
0.3 -0.2 0.0
0.0 0.1 0.2
0.4 0.0 0.0
0.4 0.0 0.3
-0.4 0.1 0.0
0.6 0.1 0.6
0.5 0.4 -0.3
0.8 1.3 0.5
-0.6 -0.3 -0.5
-2.0 -0.4 -1.7
0.3 0.4 0.8
1.4 -1.2 1.5
-1.4 -0.9 -0.6
1.1 0.6 -0.1
2.1 0.4 -1.3
-0.2 0.0 0.3
0.0 -0.5 -0.1
-0.2 -0.6 -0.2
0.1 -0.6 0.4
0.3 0.6 0.1
0.0 1.0 -0.4
-0.8 0.1 0.2
-0.6 0.4 0.9
-0.3 -0.3 0.1
-0.3 0.3 0.8
0.5 -1.0 0.3
1.1 -0.6 0.3
0.2 0.7 0.2
-1.0 0.1 -0.9
0.3 0.6 -1.6
-0.5 0.0 -1.3
0.5 0.5 1.4
-0.3 -0.2 0.4
0.0 0.2 -0.4
0.0 0.2 -0.7
-0.5 -0.3 0.2
0.1 -0.4 0.9
-0.3 0.3 0.6
0.1 -0.3 -0.5
0.3 -0.4 0.5
-0.3 0.4 -0.2
0.2 -0.8 -0.3
-0.5 0.8 -0.6
0.8 0.4 -1.0
-0.4 0.6 1.1
0.2 -0.5 -0.3
-0.4 0.0 0.5
-1.0 -1.8 0.5
0.1 -0.5 -0.8
0.1 0.2 0.6
0.3 0.3 -0.1
-0.3 -0.1 0.0
0.1 -0.1 0.3
0.6 0.1 -0.6
0.0 0.4 -0.1
0.0 0.2 0.5
0.2 0.6 0.3
0.0 0.2 0.3
-1.1 -1.5 0.3
0.2 -0.3 1.1
0.5 0.7 -0.8
-0.2 -0.7 -0.4
0.4 -0.6 0.7
-1.4 0.6 -0.7
0.4 1.1 0.3
0.7 -1.1 0.3
0.4 0.6 -0.3
0.4 0.1 -0.4
0.0 0.6 0.2
-0.5 -0.2 -0.4
1.2 0.5 0.6
0.4 -0.4 -0.2
-0.1 -0.1 -0.5
-0.2 -0.1 0.3
-0.7 0.6 -0.1
-0.5 0.1 -0.6
-1.1 -0.7 1.0
0.2 -0.3 -1.2
1.0 0.3 0.7
0.0 0.4 0.4
-0.2 -0.5 -0.2
0.0 0.5 -0.1
0.6 0.3 -0.1
1.0 1.6 -0.4
-0.7 -1.8 0.2
-0.5 0.1 0.8
-0.2 0.6 -0.3
0.4 0.0 -0.3
0.6 -0.1 0.2
-0.3 -0.3 -0.8
-0.4 0.0 0.5
-0.5 0.8 -1.0
-1.4 -0.4 1.6
1.6 -0.1 -1.4
0.5 -0.5 0.9
-0.5 0.4 0.1
-0.2 0.1 -0.3
0.6 -0.5 0.1
0.0 0.2 0.0
-0.5 -0.2 -0.2
-0.2 1.0 -0.7
-0.4 -1.6 0.4
1.1 0.6 0.3
-0.3 -0.1 -0.2
-0.3 0.2 -0.4
0.4 0.1 0.4
0.3 -0.2 0.3
0.5 -0.9 0.3
-0.6 1.7 -0.3
0.6 -0.8 0.0
-0.2 -0.1 0.2
-0.3 0.2 0.2
-0.5 -0.3 0.1
0.1 0.2 -0.3
0.2 -0.1 -0.3

The HOMO-LUMO gap comes out at 10.17 eV. The value obtained for the largest force on an atom is 0.0605 Eh/bohr. Its highest occupied orbital energy is -10.0 eV. The SMILES is COP(=O)(OC)OC.COP(=O)(OC)OC.COP(=O)(OC)OC.COP(=O)(OC)OC.COP(=O)(OC)OC.COP(=O)(OC)OC.COP(=O)(OC)OC.BrCCBr.BrCCBr.BrCCBr.BrCCBr.BrCCBr.